C4F12K2N2O8S4 | ωB97M-V with the def2-TZVPD basis set

Geometry as ORCA input:
```
! RIJCOSX wB97M-V def2-TZVPD def2/J DEFGRID3
* xyz 0 1
K 17.94 4.22 -0.18
K 19.66 0.61 -0.58
C 19.31 2.72 2.92
F 19.27 2.50 4.27
F 18.40 1.93 2.37
F 19.08 3.98 2.62
S 20.99 2.18 2.25
O 22.03 2.61 3.19
O 20.91 0.69 2.26
N 20.83 2.60 0.56
S 21.89 3.76 0.59
O 21.47 4.86 1.46
O 23.23 3.18 0.63
C 21.64 4.38 -1.31
F 21.90 3.41 -2.20
F 20.51 5.00 -1.58
F 22.60 5.19 -1.54
C 16.11 -0.12 0.00
F 16.99 0.05 0.89
F 16.77 -0.96 -0.80
F 15.00 -0.71 0.44
S 15.67 1.50 -0.88
O 14.51 1.23 -1.74
O 15.41 2.42 0.21
N 17.23 1.78 -1.56
S 16.93 1.73 -3.06
O 16.72 0.39 -3.53
O 15.95 2.69 -3.58
C 18.66 2.39 -3.85
F 19.62 1.66 -3.43
F 18.52 2.40 -5.21
F 18.80 3.64 -3.41
*
```

lowest unoccupied orbital energy	-0.782	eV
total energy	-132106.4631	eV
orbital gap	9.9037	eV

C14H42FO7 | ωB97M-V with the def2-TZVPD basis set

Geometry as ORCA input:
```
! RIJCOSX wB97M-V def2-TZVPD def2/J DEFGRID3
* xyz -1 1
F 0.21 0.05 0.04
C 3.01 3.65 -1.68
C 2.05 3.06 -0.67
O 2.38 1.71 -0.44
H 4.06 3.62 -1.37
H 2.86 4.73 -1.75
H 2.94 3.33 -2.72
H 1.01 3.15 -1.00
H 2.16 3.60 0.28
H 1.58 1.22 -0.26
C 2.39 1.09 4.40
C 1.93 1.36 2.96
O 2.02 0.15 2.24
H 3.45 0.85 4.53
H 1.85 0.26 4.86
H 2.22 1.96 5.04
H 2.60 2.09 2.51
H 0.95 1.83 2.96
H 1.25 0.11 1.66
C 1.71 -4.29 -1.50
C 0.79 -3.33 -0.73
O 1.57 -2.29 -0.36
H 2.43 -4.77 -0.84
H 2.25 -3.84 -2.33
H 0.98 -5.00 -1.90
H 0.37 -3.83 0.15
H -0.06 -2.96 -1.29
H 0.95 -1.57 -0.18
C -3.06 3.78 0.54
C -2.17 2.65 0.02
O -0.97 2.43 0.68
H -2.67 4.79 0.43
H -3.19 3.60 1.60
H -4.07 3.79 0.14
H -2.02 2.80 -1.05
H -2.70 1.70 -0.02
H -0.62 1.59 0.37
C -4.11 -1.79 -1.43
C -2.73 -1.55 -0.79
O -2.07 -0.53 -1.57
H -4.66 -2.54 -0.86
H -4.14 -2.10 -2.47
H -4.68 -0.87 -1.33
H -2.12 -2.45 -0.86
H -2.79 -1.30 0.27
H -1.26 -0.31 -1.11
C -2.09 -1.79 4.02
C -1.15 -1.03 3.08
O -1.09 -1.85 1.94
H -2.38 -1.26 4.93
H -1.69 -2.74 4.37
H -3.01 -2.00 3.48
H -0.19 -0.83 3.55
H -1.59 -0.09 2.76
H -0.54 -1.38 1.30
C 1.71 -0.87 -4.83
C 0.98 -0.90 -3.42
O 0.94 0.37 -2.77
H 1.99 -1.83 -5.27
H 2.67 -0.35 -4.71
H 1.06 -0.35 -5.54
H 1.64 -1.55 -2.84
H -0.01 -1.37 -3.41
H 0.86 0.18 -1.84
*
```

lowest unoccupied orbital energy	3.074	eV
total energy	-32250.3411	eV
ΔE to the lowest compared entry with this formula, charge and spin	108.8	kJ/mol
orbital gap	9.4722	eV

C4H8NO2 | ωB97M-V with the def2-TZVPD basis set

Geometry as ORCA input:
```
! RIJCOSX wB97M-V def2-TZVPD def2/J DEFGRID3
* xyz -1 1
C 1.35 0.16 -0.59
N 0.61 -1.21 -0.46
C 1.42 0.79 0.86
C -0.56 -1.22 0.10
C -1.94 0.17 -0.47
O -2.10 1.13 0.29
O 2.41 0.17 -1.28
H 0.51 0.71 -1.10
H 0.40 1.08 1.07
H 2.18 1.56 0.85
H 1.78 0.04 1.58
H -0.69 -0.99 1.16
H -1.15 -2.13 -0.12
H -1.46 0.31 -1.45
H -2.75 -0.58 -0.46
*
```

lowest unoccupied orbital energy	3.124	eV
total energy	-9859.1492	eV
ΔE to the lowest compared entry with this formula, charge and spin	543.9	kJ/mol
orbital gap	6.1271	eV

C5H12N2O | ωB97M-V with the def2-TZVPD basis set

Geometry as ORCA input:
```
! RIJCOSX wB97M-V def2-TZVPD def2/J DEFGRID3
* xyz -1 2
N -0.75 1.38 -1.73
C 0.96 2.26 0.73
C 0.97 0.88 0.03
C -0.23 0.35 -0.95
C -0.65 -1.19 -0.92
N 0.11 -1.87 0.28
C -0.74 -1.72 1.46
O -0.13 -1.62 -2.02
H -1.55 1.16 -2.23
H 0.40 0.37 -1.92
H -0.03 2.48 1.10
H 1.11 3.07 0.01
H 1.83 2.17 1.39
H 1.82 1.00 -0.61
H 1.28 0.16 0.87
H -1.72 -1.27 -0.64
H 0.25 -2.86 0.05
H -0.17 -1.63 2.42
H -1.63 -2.45 1.39
H -1.12 -0.68 1.29
*
```

lowest unoccupied orbital energy (alpha / beta)	4.026 / 4.020	eV
total energy	-10402.6573	eV
⟨S²⟩	0.754
ΔE to the lowest compared entry with this formula, charge and spin	371.2	kJ/mol
orbital gap (alpha / beta)	6.6041 / 6.9082	eV

C14H37N2O5S3 | ωB97M-V with the def2-TZVPD basis set

Geometry as ORCA input:
```
! RIJCOSX wB97M-V def2-TZVPD def2/J DEFGRID3
* xyz 1 1
O -1.21 -2.67 -1.99
S -1.18 -2.79 -0.52
O 0.18 -2.49 -0.02
C -2.32 -1.48 0.16
S -3.70 -1.22 -1.00
O -3.79 0.38 -1.36
C -5.30 -1.87 -0.35
S -5.18 -3.68 0.02
O -5.35 -4.44 -1.23
O -6.31 -3.94 0.94
H -1.62 -4.02 -0.07
H -1.71 -0.56 0.20
H -2.61 -1.78 1.18
H -4.26 0.41 -2.20
H -6.02 -1.79 -1.17
H -5.72 -1.29 0.49
H -3.96 -3.93 0.60
C 3.90 1.70 -4.84
C 3.85 0.25 -4.39
N 3.66 0.10 -2.96
C 3.90 -1.26 -2.48
C 2.96 -2.37 -2.98
C 2.49 0.76 -2.40
C 1.12 0.39 -2.97
H 4.66 2.26 -4.29
H 4.16 1.75 -5.90
H 2.94 2.20 -4.72
H 4.81 -0.21 -4.66
H 3.08 -0.28 -4.97
H 3.89 -1.26 -1.39
H 4.92 -1.53 -2.75
H 1.98 -2.32 -2.51
H 3.39 -3.34 -2.73
H 2.83 -2.34 -4.06
H 2.62 1.84 -2.52
H 2.48 0.61 -1.32
H 1.12 0.34 -4.06
H 0.38 1.14 -2.68
H 0.77 -0.57 -2.59
C 0.12 1.94 1.21
C -0.32 2.56 2.52
N -1.01 1.62 3.39
C -1.68 2.25 4.52
C -0.83 2.98 5.55
C -0.27 0.40 3.71
C 1.10 0.54 4.37
H -0.73 1.46 0.70
H 0.52 2.70 0.55
H 0.90 1.19 1.35
H -1.01 3.37 2.28
H 0.55 3.02 3.01
H -2.30 1.51 5.03
H -2.40 2.97 4.10
H -0.29 2.29 6.20
H -1.47 3.59 6.19
H -0.10 3.65 5.09
H -0.14 -0.17 2.78
H -0.90 -0.24 4.34
H 1.72 1.31 3.90
H 1.65 -0.40 4.29
H 1.02 0.77 5.43
*
```

lowest unoccupied orbital energy	-5.633	eV
total energy	-60827.8134	eV
orbital gap	4.1706	eV

C7H10N3S | ωB97M-V with the def2-TZVPD basis set

Geometry as ORCA input:
```
! RIJCOSX wB97M-V def2-TZVPD def2/J DEFGRID3
* xyz 1 1
C -3.95 -0.82 -0.21
C -2.75 -0.12 -0.04
C -0.12 1.46 1.24
C 0.99 1.71 0.62
C -1.43 -0.46 0.17
C 2.40 1.48 -1.19
C 0.56 -1.84 0.31
N 1.52 0.99 -0.43
N -3.31 1.17 0.09
N -0.81 -1.56 -0.06
S -4.89 0.61 -0.23
H -4.24 -1.84 -0.20
H -0.78 1.78 2.00
H 1.59 2.55 1.00
H 2.79 2.50 -1.13
H 2.78 0.85 -1.99
H 0.86 -1.17 1.12
H 0.65 -2.88 0.63
H 1.22 -1.67 -0.55
H -2.91 2.01 -0.33
H -1.26 -2.30 -0.60
*
```

lowest unoccupied orbital energy (alpha / beta)	-4.658 / -4.666	eV
total energy	-22713.4776	eV
ΔE to the lowest compared entry with this formula, charge and spin	556.3	kJ/mol
orbital gap (alpha / beta)	7.6554 / 7.6474	eV

C4H7NO | ωB97M-V with the def2-TZVPD basis set

Geometry as ORCA input:
```
! RIJCOSX wB97M-V def2-TZVPD def2/J DEFGRID3
* xyz 0 1
C -1.72 0.45 -0.20
N -0.37 -0.12 -0.21
C -0.17 -1.44 -0.11
C 1.94 0.51 0.23
C 0.65 0.72 -0.33
O 0.96 1.84 0.35
H -1.85 0.96 0.76
H -1.85 1.16 -1.01
H -2.44 -0.37 -0.27
H -0.87 -2.09 -0.61
H 0.73 -1.82 0.37
H 2.02 0.08 1.23
H 2.86 0.60 -0.35
*
```

lowest unoccupied orbital energy (alpha / beta)	0.793 / 0.908	eV
total energy	-7794.1361	eV
ΔE to the lowest compared entry with this formula, charge and spin	531.5	kJ/mol
orbital gap (alpha / beta)	7.6515 / 7.7241	eV

H10O5 | ωB97M-V with the def2-TZVPD basis set

Geometry as ORCA input:
```
! RIJCOSX wB97M-V def2-TZVPD def2/J DEFGRID3
* xyz 0 1
O 2.49 -0.88 -3.18
H 1.72 -1.44 -3.14
H 2.19 -0.08 -3.61
O -2.11 -0.38 5.20
H -1.21 -0.23 5.50
H -2.04 -0.36 4.25
O -1.65 0.04 0.90
H -1.26 0.91 0.92
H -1.87 -0.11 -0.02
O -2.55 -2.51 -4.66
H -2.92 -1.98 -5.38
H -3.07 -3.31 -4.66
O 4.26 3.73 2.41
H 4.41 3.51 3.33
H 3.60 3.10 2.12
*
```

lowest unoccupied orbital energy	0.309	eV
total energy	-10399.3969	eV
ΔE to the lowest compared entry with this formula, charge and spin	140.2	kJ/mol
orbital gap	11.7435	eV

- What is the total energy in the third record?
  -9859.1492 eV